The following is a quantum chemistry calculation of a 2-piece molecular cluster, C3H4F3N overall at a distorted geometry, from the Open Molecules 2025 dataset.

Positions of all 11 atoms, in Å:
C: -1.0357 0.0730 -0.7282
C: -0.9541 -0.3396 0.6858
C: 1.3987 -0.2020 -0.0966
N: 0.1127 -0.5474 -0.1743
F: 2.2132 -0.2712 -1.1001
F: 1.3525 2.1071 -0.0484
F: 1.9966 -0.5160 1.0410
H: -1.7482 -0.4936 -1.4970
H: -1.0157 1.1705 -0.7981
H: -0.9839 0.3733 1.5075
H: -1.3361 -1.3540 1.2084

Calculated values
LUMO energy (spin up / spin down): -0.37 / -0.37 eV
total charge: 0
HOMO level (spin up / spin down): -10.0 / -10.0 eV
relative energy (zero: lowest compared OMol25 entry of this formula, charge and spin): 85.9 kcal per mole
orbital gap (spin up / spin down): 9.66 / 9.66 eV
M: 111.1 g mol⁻¹